Molecular formula: C32H75B2BrClIN4O5PSi
Method: DFT, wB97M-V/def2-TZVPD

Computed properties:
HOMO-LUMO gap (eV): 6.95
2S+1: 1
Charge: -1
DFT total energy (hartree): -5871.68891
LUMO energy (eV): 2.05
HOMO (eV): -4.898

The geometry in XYZ format:
```
123
Properties=species:S:1:pos:R:3:forces:R:3
C -6.3202 -0.2378 -4.1626 -0.7 0.2 1.3
C -5.3679 -0.4987 -5.4643 -1.2 -1.1 0.1
B -4.3514 0.7280 -5.8656 -0.1 0.2 -2.1
O -4.5266 1.2734 -7.2597 -0.6 -1.7 2.7
C -3.1346 1.3230 -4.8689 0.5 -1.8 1.2
N -3.4701 2.6825 -4.3997 -4.9 1.5 -3.3
C -4.6424 3.2349 -4.7351 1.5 0.2 1.0
C -4.9381 4.2285 -6.0516 -1.0 -0.8 0.3
C -5.9691 3.0976 -3.7220 1.2 1.2 0.8
O -3.1764 0.5913 -3.5940 0.3 1.3 -2.8
P -1.6447 0.0749 -2.8502 -2.2 0.4 -0.5
N -2.2193 -1.5562 -3.4180 -0.7 -0.8 -1.2
C -1.0496 1.7667 -2.2181 1.8 2.9 1.6
B 0.5939 2.0292 -2.2139 0.9 -0.4 0.2
O 1.2984 2.2214 -0.8925 -2.0 2.3 -1.9
O 1.4971 2.0563 -3.3685 -0.6 2.0 2.4
C -2.8055 0.1555 -1.2829 -2.1 0.0 0.8
C -4.0417 -0.8952 -1.2511 0.6 -0.6 1.3
C -3.8331 -2.1791 -0.1992 -0.2 -0.7 -1.2
Br -5.5702 0.1372 -0.3511 0.0 -0.1 -0.4
Si -0.0613 -1.1826 -1.9502 1.5 -2.0 1.0
C -0.5448 -3.0856 -1.8059 0.1 -1.1 -0.1
C 1.5604 -1.2891 -3.0579 1.2 0.1 0.0
C 0.3562 -0.7542 -0.0853 0.0 0.8 1.5
O -0.8047 0.4171 -4.3829 -1.7 1.3 -0.8
C -1.6542 0.9278 -5.5167 2.2 -2.2 0.8
C -1.6125 -0.4592 -6.4573 -0.6 -1.1 0.0
C -0.0992 -1.1727 -6.4495 0.2 0.0 -1.1
C 0.0379 -2.3057 -7.6730 -0.1 -1.1 2.8
I 0.7079 -1.4710 -9.5801 -0.5 -0.5 0.8
C -0.6935 2.0334 -6.1989 1.6 1.5 0.7
Cl -0.3171 1.7849 -8.0406 -0.5 -0.1 1.1
C -1.0720 3.6026 -6.1574 -0.5 0.9 -0.7
C -0.7069 4.4388 -4.7996 -0.6 1.5 -0.1
H -6.7203 -1.2518 -3.6809 1.0 2.1 -1.2
H -5.7606 0.3468 -3.2879 -1.1 -1.4 -2.1
H -7.3087 0.3891 -4.3954 2.2 -1.3 0.2
H -6.1034 -0.7102 -6.3808 1.5 0.4 1.8
H -4.8204 -1.5427 -5.2806 -0.9 2.4 -0.4
H -5.2912 0.8095 -7.7157 1.4 0.7 1.0
H -6.0794 4.0556 -6.3161 2.2 0.5 0.5
H -4.8175 5.3730 -5.7691 0.0 -2.5 -0.5
H -4.3261 3.9075 -6.9959 -1.0 0.7 2.0
H -6.9160 2.6796 -4.2678 1.9 0.8 1.0
H -6.1856 4.2035 -3.3340 0.2 -2.2 -0.9
H -5.6661 2.4714 -2.7520 -0.7 1.2 -2.4
H -1.5476 -1.9695 -4.0980 -0.6 0.4 0.7
H -3.1070 -1.3978 -3.9425 1.2 -0.4 0.5
H -1.4836 2.7092 -2.7549 0.4 -1.8 0.6
H -1.3355 1.9239 -1.0666 0.6 -0.3 -2.4
H 0.8471 3.0516 -0.5130 0.9 -2.1 -0.4
H 2.1591 2.8061 -3.1684 -1.2 -2.1 -0.3
H -3.3393 1.2217 -1.3855 1.5 -2.4 0.3
H -2.2426 0.1190 -0.2709 -1.0 -0.1 -1.5
H -4.5185 -1.2023 -2.2680 1.2 0.6 2.1
H -2.7162 -2.2842 0.1393 -2.2 0.3 -0.7
H -4.5388 -2.1228 0.7330 1.5 0.0 -1.9
H -4.1341 -3.1548 -0.8183 0.8 2.0 1.5
H 0.1316 -3.6484 -1.0063 -1.1 1.1 -1.7
H -0.3439 -3.5160 -2.9009 -0.6 0.5 2.5
H -1.6501 -3.2609 -1.4939 2.0 0.3 -0.8
H 2.4473 -1.1193 -2.2902 -1.5 -0.3 -1.8
H 1.7092 -2.3451 -3.5399 -0.3 1.8 0.9
H 1.5865 -0.4917 -3.9102 0.1 -1.4 1.7
H -0.1198 0.2914 0.2290 1.3 -2.2 -0.6
H -0.1293 -1.5459 0.6635 1.2 1.5 -1.7
H 1.5280 -0.7129 0.0664 -2.3 0.0 -0.1
H -2.0519 -0.3073 -7.5302 1.2 -0.1 1.8
H -2.2921 -1.3344 -6.0116 1.2 2.2 -0.6
H 0.7702 -0.3996 -6.5951 -1.8 -1.4 0.4
H 0.1280 -1.7621 -5.4659 -0.7 1.3 -1.8
H -0.9641 -2.9313 -7.7238 2.0 1.5 -0.4
H 0.8744 -3.0880 -7.3362 -1.7 1.8 -0.9
H 0.3855 1.9156 -5.7008 -2.6 0.0 -1.0
H -2.2195 3.7027 -6.4737 2.5 -0.1 1.0
H -0.4934 4.1772 -7.0321 -1.1 -1.6 1.9
H 0.3229 4.1725 -4.3059 -2.2 0.1 -1.0
H -0.5910 5.5761 -5.1508 -0.2 -2.4 0.7
H -1.5937 4.4861 -4.0012 2.1 -0.5 -1.7
C 2.7460 0.7017 3.2640 0.1 0.1 0.0
C 2.8451 -0.8162 3.3838 0.2 0.1 -0.1
N 4.1748 -1.3594 3.0869 0.1 -0.3 -0.1
C 4.1828 -2.8251 2.9753 -0.1 0.3 -0.4
C 3.8530 -3.6330 4.2248 0.0 -0.3 0.3
C 5.2906 -0.7927 3.8464 -0.2 0.2 -0.3
C 5.2380 -0.9061 5.3665 0.2 0.0 0.4
H 3.0282 1.0407 2.2619 0.0 -0.1 0.1
H 1.7136 1.0201 3.4477 0.1 -0.1 -0.1
H 3.3754 1.2142 3.9976 0.0 0.0 -0.1
H 2.1259 -1.2370 2.6704 0.2 -0.2 0.1
H 2.5026 -1.1105 4.3825 -0.1 0.0 0.2
H 5.1569 -3.1532 2.5904 0.0 0.2 0.1
H 3.4665 -3.1081 2.1923 0.0 0.2 0.1
H 4.6912 -3.6533 4.9276 -0.2 0.0 0.0
H 3.6496 -4.6724 3.9493 0.0 0.1 0.0
H 2.9668 -3.2580 4.7480 0.1 0.0 -0.1
H 5.3795 0.2654 3.5862 -0.2 0.0 0.0
H 6.2326 -1.2328 3.4943 -0.3 -0.1 -0.1
H 4.2435 -0.6973 5.7712 0.0 0.0 -0.1
H 5.9287 -0.1835 5.8142 -0.1 0.0 0.0
H 5.5516 -1.8946 5.7065 -0.1 0.1 0.1
C 1.9253 -1.0906 8.2977 0.0 -0.1 0.0
C 2.6799 -0.0310 9.0952 -0.1 -0.2 0.1
N 2.8805 -0.3686 10.5084 0.0 0.3 0.3
C 3.3907 0.7601 11.2999 -0.4 -0.1 -0.1
C 4.7807 1.2888 10.9667 0.4 0.1 0.0
C 3.5239 -1.6546 10.7825 -0.3 0.0 -0.1
C 4.9170 -1.8828 10.2049 0.3 -0.2 0.0
H 0.9419 -1.2918 8.7350 0.2 0.0 0.0
H 1.7707 -0.7397 7.2711 0.0 0.0 0.2
H 2.4803 -2.0313 8.2354 -0.1 0.1 0.0
H 2.0886 0.8909 9.0342 0.2 0.0 0.3
H 3.6309 0.1742 8.5903 0.1 0.0 -0.1
H 3.3593 0.4982 12.3653 0.0 -0.2 -0.2
H 2.6807 1.5919 11.1986 0.0 -0.2 -0.1
H 5.5671 0.6298 11.3465 -0.1 0.1 -0.2
H 4.9297 2.2622 11.4440 0.0 -0.1 0.0
H 4.9318 1.4298 9.8911 0.0 -0.1 0.2
H 2.8687 -2.4499 10.4170 -0.1 0.1 -0.1
H 3.5624 -1.8196 11.8670 -0.1 0.3 -0.1
H 5.0118 -1.5227 9.1766 0.0 0.0 0.1
H 5.1409 -2.9549 10.1952 0.0 0.1 0.0
H 5.6869 -1.4053 10.8133 0.0 0.0 -0.2
```
Positions in Å, forces in eV/Å.